1.
{
  "formula": "C5H39N2O14",
  "method": "ωB97M-V/def2-TZVPD",
  "homo_lumo_gap_ha": 0.36180,
  "energy_ha": -1376.524497,
  "homo_ev": -12.31,
  "charge": 1,
  "de_lowest_kcal_mol": 87.9,
  "symbols": ["O", "O", "O", "O", "O", "O", "O", "O", "O", "O", "O", "O", "O", "O", "N", "N", "C", "C", "C", "C", "C", "H", "H", "H", "H", "H", "H", "H", "H", "H", "H", "H", "H", "H", "H", "H", "H", "H", "H", "H", "H", "H", "H", "H", "H", "H", "H", "H", "H", "H", "H", "H", "H", "H", "H", "H", "H", "H", "H", "H"],
  "xyz": [[1.627, 2.156, -4.113], [-2.066, -1.524, -2.877], [0.382, -2.102, 4.734], [-1.421, -4.599, -0.477], [-1.711, -2.532, 2.897], [-1.443, 2.573, -2.034], [2.988, 1.125, 3.314], [0.652, -1.294, -3.316], [1.839, 3.835, 3.117], [-4.024, 0.626, 1.833], [-3.429, -1.830, -0.342], [-0.755, 1.484, 3.004], [2.898, 3.739, -0.937], [2.829, -0.359, -2.495], [1.102, 1.651, -1.473], [1.120, -1.948, -0.379], [-1.185, 1.981, -0.729], [-0.119, 0.924, -0.972], [1.383, -3.161, -0.172], [0.145, 0.140, 0.314], [-0.055, -1.377, 0.280], [-3.146, -0.928, -0.124], [0.921, -3.813, 0.573], [-2.123, -4.819, -1.095], [-2.330, -1.838, 2.635], [2.097, 3.690, 2.204], [-2.638, -0.744, -2.872], [0.690, -2.239, -3.117], [0.993, 2.343, -4.815], [-1.241, -5.387, 0.043], [0.985, 2.368, -2.184], [-0.273, -1.252, -3.627], [2.097, -0.574, -3.094], [3.607, 4.112, -1.481], [-1.906, -3.256, 2.286], [2.843, -1.018, -1.793], [1.611, 2.107, -0.719], [-2.103, 1.500, -0.392], [-0.867, 2.781, -0.076], [2.155, -3.647, -0.771], [-3.323, 1.124, 2.262], [-0.160, -1.724, 1.308], [1.655, 0.848, -1.819], [0.059, 1.590, 3.519], [-4.244, -1.833, 0.182], [-0.304, 0.148, -1.712], [-2.337, 2.931, -2.032], [-1.306, 2.262, 3.120], [-0.339, 0.502, 1.234], [2.660, 4.425, -0.295], [1.121, 0.421, 0.750], [-0.045, -1.239, 4.705], [-2.415, -2.012, -2.118], [3.556, 0.537, 3.832], [-0.226, -2.628, 4.190], [2.471, 2.109, -4.576], [-1.005, -1.499, -0.238], [2.534, 3.404, 3.630], [2.462, 0.435, 2.887], [-4.850, 1.094, 1.991]],
  "forces_ev_per_angstrom": [[-0.064, 0.097, -0.356], [-0.428, 0.361, 0.204], [-0.079, 0.037, -0.246], [0.160, 0.340, 0.127], [-0.359, -0.163, -0.353], [-0.065, -0.188, 0.517], [-0.012, -0.910, 0.067], [-1.319, -0.742, -0.765], [-0.164, 0.115, 0.044], [0.156, -0.283, -0.349], [-0.286, 0.775, 0.561], [-0.103, -0.420, -0.026], [-0.083, 0.296, 0.235], [0.794, 0.967, 0.278], [-0.192, -1.150, 1.269], [-0.922, -0.531, -0.701], [-0.644, -0.534, -2.351], [-0.133, 0.613, 1.159], [0.404, -0.452, 0.047], [1.017, 0.615, 2.089], [1.171, 1.515, 0.277], [0.224, -0.114, -0.140], [-0.368, 0.225, -0.043], [-0.047, -0.199, 0.077], [0.056, -0.029, 0.148], [0.116, -0.094, 0.037], [0.106, -0.097, -0.304], [0.423, 0.111, 0.247], [-0.070, 0.014, 0.066], [-0.134, -0.174, -0.162], [-0.345, -0.284, -0.542], [0.264, 0.350, 0.146], [0.042, -0.450, 0.105], [-0.196, -0.095, 0.225], [0.034, 0.081, 0.055], [-0.347, -0.147, -0.102], [0.187, -0.113, -0.004], [0.030, 0.047, 0.423], [0.219, -0.098, 0.623], [0.221, 0.182, 0.180], [-0.080, 0.037, 0.150], [-0.099, -0.210, -0.042], [1.171, 0.436, -0.515], [-0.316, 0.454, -0.051], [-0.076, -0.517, -0.254], [-0.686, 0.522, -0.401], [0.118, 0.131, -0.072], [0.446, 0.261, 0.342], [-1.139, 0.292, -0.893], [0.270, -0.047, -0.351], [0.490, -0.567, -0.811], [0.064, 0.008, 0.161], [0.067, -0.223, -0.009], [0.278, 0.479, 0.236], [0.157, 0.122, 0.170], [0.089, -0.073, 0.151], [0.255, -0.857, -0.327], [-0.070, -0.113, -0.090], [-0.270, 0.321, -0.260], [0.067, 0.072, 0.105]],
  "mulliken_charge": [-0.57, -0.61, -0.63, -0.53, -0.58, -0.60, -0.55, -0.63, -0.61, -0.56, -0.65, -0.54, -0.61, -0.80, 0.12, -0.11, -0.65, 0.32, -0.42, -0.85, -0.22, 0.18, 0.23, 0.27, 0.25, 0.27, 0.31, 0.27, 0.28, 0.29, 0.50, 0.23, 0.51, 0.27, 0.28, 0.31, 0.45, 0.35, 0.24, 0.28, 0.27, 0.77, 0.05, 0.25, 0.33, 0.27, 0.34, 0.26, 0.15, 0.30, 0.31, 0.29, 0.23, 0.31, 0.32, 0.27, -0.13, 0.31, 0.30, 0.28]
}



2.
{
  "formula": "C2H4Si",
  "method": "ωB97M-V/def2-TZVPD",
  "homo_lumo_gap_ha": 0.29395,
  "energy_ha": -367.903434,
  "homo_ev": -9.06,
  "de_lowest_kcal_mol": 62.3,
  "symbols": ["Si", "C", "C", "H", "H", "H", "H"],
  "xyz": [[2.841, 0.011, 0.075], [-2.092, 0.413, 0.217], [-3.004, -0.347, 0.378], [-1.527, 1.267, -0.062], [-3.754, -1.082, 0.287], [3.270, -0.832, -0.968], [4.266, 0.570, 0.074]],
  "forces_ev_per_angstrom": [[-0.189, 1.330, 1.409], [-0.739, 0.331, -0.174], [0.566, 0.048, -0.487], [0.502, -0.056, 0.269], [-0.323, -0.329, 0.396], [0.388, -1.439, -1.626], [-0.205, 0.114, 0.213]],
  "mulliken_charge": [0.10, -0.43, -0.26, 0.33, 0.36, -0.05, -0.05]
}



3.
{
  "formula": "C22H56N17O28",
  "method": "ωB97M-V/def2-TZVPD",
  "homo_lumo_gap_ha": 0.24428,
  "energy_ha": -3907.538689,
  "homo_ev": -11.93,
  "charge": 1,
  "symbols": ["O", "O", "O", "O", "O", "O", "O", "O", "O", "O", "O", "O", "O", "O", "O", "O", "O", "O", "O", "O", "O", "O", "O", "O", "O", "O", "O", "O", "N", "N", "N", "N", "N", "N", "N", "N", "N", "N", "N", "N", "N", "N", "N", "N", "N", "C", "C", "C", "C", "C", "C", "C", "C", "C", "C", "C", "C", "C", "C", "C", "C", "C", "C", "C", "C", "C", "C", "H", "H", "H", "H", "H", "H", "H", "H", "H", "H", "H", "H", "H", "H", "H", "H", "H", "H", "H", "H", "H", "H", "H", "H", "H", "H", "H", "H", "H", "H", "H", "H", "H", "H", "H", "H", "H", "H", "H", "H", "H", "H", "H", "H", "H", "H", "H", "H", "H", "H", "H", "H", "H", "H", "H", "H"],
  "xyz": [[-4.592, 1.118, -12.135], [6.366, 3.230, 8.982], [3.928, 4.946, 2.898], [-14.663, -0.693, -8.489], [-0.013, 1.102, 4.164], [7.202, 1.032, 5.928], [5.486, 4.781, 7.689], [-8.605, -1.751, -9.824], [-4.757, -4.512, -4.124], [-12.066, -2.765, -6.073], [11.820, 4.330, 7.951], [-11.742, -4.342, -7.577], [0.248, 3.031, 3.132], [6.223, 9.463, 1.203], [-15.916, 0.636, -7.257], [-5.097, -2.944, -5.633], [-5.941, 1.937, -13.672], [9.055, -4.050, 3.119], [3.671, -3.949, 0.838], [0.018, 9.314, 3.984], [-7.346, -0.309, -8.735], [4.440, -2.018, 1.568], [8.715, -2.482, 1.610], [0.897, 7.763, 5.278], [5.277, 4.127, 4.435], [10.560, 2.888, 6.862], [9.045, -0.075, 5.447], [4.561, 8.786, 2.480], [4.581, -3.156, 1.105], [-4.453, -3.472, -4.719], [7.816, 0.065, 5.463], [4.166, 4.472, 4.015], [-11.868, -3.162, -7.227], [-15.446, -0.467, -7.559], [-1.298, -1.873, -1.056], [11.388, 3.193, 7.728], [5.474, 8.596, 1.669], [0.007, -1.764, -0.713], [-3.662, -2.820, -0.636], [-7.778, -1.446, -8.958], [6.352, 3.945, 7.974], [0.227, 1.795, 3.169], [9.359, -3.010, 2.524], [-5.703, 1.463, -12.555], [0.883, 8.478, 4.269], [-2.171, -2.748, -0.241], [5.696, 7.199, 1.207], [0.518, 1.071, 1.902], [-2.441, -4.505, 2.020], [-6.861, 1.293, -11.637], [-3.328, -3.560, 3.077], [-3.370, -5.593, 1.225], [0.852, -2.354, 0.377], [-2.548, -6.732, 0.379], [0.057, -3.383, 1.430], [10.616, -2.337, 2.949], [-1.526, -3.536, 1.031], [5.975, -3.608, 0.849], [2.012, 8.314, 3.314], [-3.196, -2.799, -4.294], [11.909, 2.089, 8.577], [-7.256, -2.551, -8.109], [7.481, 3.781, 7.019], [3.008, 4.303, 4.933], [-15.857, -1.632, -6.730], [-11.774, -2.124, -8.288], [6.998, -1.026, 4.868], [-1.472, -6.972, 0.798], [0.557, -1.096, -1.340], [-3.740, -2.642, 2.439], [4.970, 6.546, 1.695], [-0.358, 0.465, 1.660], [-3.302, -2.539, -3.239], [-8.107, -2.997, -7.589], [-4.178, -5.138, 0.512], [12.394, 1.367, 7.918], [-1.685, -5.134, 2.696], [-6.540, -2.139, -7.394], [3.363, 3.878, 5.875], [-12.719, -1.578, -8.300], [6.420, -0.595, 4.048], [-6.771, -3.273, -8.769], [-16.349, -2.349, -7.390], [2.934, 8.544, 3.851], [6.418, -2.917, 0.128], [5.561, 7.185, 0.124], [11.058, 1.643, 9.097], [2.570, 5.289, 5.096], [2.299, 3.628, 4.449], [-7.299, 2.280, -11.474], [-16.544, -1.289, -5.953], [10.758, -1.439, 2.343], [7.339, 4.469, 6.183], [2.006, -2.094, 0.509], [-2.549, -6.510, -0.790], [-3.054, -1.901, -4.900], [0.710, 1.802, 1.114], [-10.939, -1.467, -8.033], [-3.978, -6.187, 2.064], [-14.954, -2.056, -6.286], [6.715, 6.919, 1.484], [10.510, -2.077, 4.004], [5.949, -4.622, 0.444], [-6.506, 0.868, -10.695], [-2.549, -3.123, 3.870], [-2.376, -3.503, -4.450], [11.436, -3.041, 2.793], [6.509, -3.586, 1.801], [1.870, 9.002, 2.478], [1.398, 0.448, 2.073], [-3.771, -3.665, -1.255], [0.610, -3.894, 2.326], [6.346, -1.414, 5.653], [-4.196, -4.166, 3.583], [-7.570, 0.619, -12.121], [7.666, -1.807, 4.499], [12.625, 2.500, 9.292], [8.403, 4.011, 7.556], [-3.162, -7.750, 0.487], [-11.599, -2.614, -9.248], [2.002, 7.278, 2.967], [-4.208, -2.907, 0.249], [7.471, 2.745, 6.672]],
  "forces_ev_per_angstrom": [[-1.379, 0.517, -0.770], [-0.256, 1.064, -1.328], [0.481, -0.615, 1.232], [-1.022, 0.495, 1.104], [0.375, 1.031, -1.448], [0.936, -1.874, -0.862], [0.867, -1.205, 0.663], [1.143, 0.689, 1.171], [0.334, 1.470, -0.801], [0.202, -0.713, -1.380], [-0.818, -1.629, -0.512], [-0.206, 1.603, 0.834], [-0.014, -1.893, 0.188], [-1.341, -1.261, 0.881], [0.919, -1.683, -0.717], [0.858, -1.009, 1.438], [0.549, -0.719, 1.616], [0.073, 1.526, -1.021], [0.647, 1.389, 0.442], [1.127, -1.306, 0.689], [-0.753, -1.433, -0.487], [-0.383, -1.498, -0.678], [0.570, -0.877, 1.200], [-0.163, 0.945, -1.252], [-1.552, 0.583, -1.063], [1.115, 0.547, 1.119], [-1.761, 0.369, 0.092], [1.454, 0.035, -1.186], [-0.353, 0.039, 0.081], [-1.026, -0.350, -0.519], [0.783, 0.743, 0.416], [0.976, -0.091, -0.034], [0.008, -0.837, 0.379], [-0.060, 1.170, -0.236], [-1.680, -3.098, 3.421], [-0.175, 1.021, -0.492], [0.226, 1.129, 0.061], [2.644, -1.115, 2.528], [3.684, -0.470, 0.890], [-0.320, 0.679, -0.557], [-0.594, 0.194, 0.448], [-0.303, 0.788, 1.090], [-0.476, -0.448, -0.162], [0.779, 0.168, -0.732], [-0.950, 0.295, 0.379], [2.864, 0.517, 0.603], [-0.205, -0.335, 0.060], [0.075, 0.074, -0.353], [0.190, -0.081, 0.226], [-0.012, -0.135, 0.339], [1.097, 0.651, -0.908], [-0.268, -0.987, 0.364], [-4.251, -1.891, 1.114], [-0.731, -0.910, -0.230], [-2.296, 3.118, -4.865], [0.250, 0.298, -0.080], [2.157, 0.624, 0.214], [0.120, -0.347, -0.076], [0.011, 0.164, -0.064], [0.201, 0.270, -0.104], [0.221, -0.065, 0.269], [0.267, 0.005, 0.301], [0.114, 0.229, -0.191], [-0.047, -0.148, 0.371], [-0.208, -0.096, 0.263], [0.061, 0.025, -0.352], [-0.016, -0.256, -0.155], [-2.140, 0.757, -0.937], [-1.286, -1.273, 0.980], [0.593, -1.921, 1.645], [0.222, 0.258, -0.067], [0.148, 0.030, 0.154], [0.018, -0.072, -0.191], [0.126, -0.013, -0.212], [1.592, -0.643, 1.535], [-0.227, 0.092, 0.087], [-1.489, 1.406, -1.689], [-0.262, -0.028, -0.278], [0.068, 0.181, -0.270], [0.251, -0.047, 0.094], [0.018, -0.020, 0.231], [-0.238, 0.081, 0.084], [0.218, 0.097, 0.071], [-0.388, -0.192, -0.066], [-0.036, -0.013, 0.321], [0.181, 0.099, 0.177], [0.119, 0.018, -0.220], [-0.030, -0.149, -0.129], [0.048, 0.299, -0.014], [0.013, -0.203, -0.162], [0.205, 0.028, -0.265], [-0.158, -0.271, 0.116], [-0.077, -0.122, 0.301], [-2.734, -0.463, -0.639], [0.339, -0.319, 2.588], [-0.138, -0.258, 0.118], [-0.065, -0.074, 0.284], [-0.227, -0.058, 0.033], [1.369, 1.520, -1.699], [-0.099, 0.009, -0.181], [-0.148, 0.133, -0.153], [0.024, -0.143, -0.143], [-0.145, 0.275, 0.127], [-0.038, 0.139, -0.328], [-2.006, -0.954, -1.649], [-0.190, 0.046, 0.098], [-0.205, 0.044, 0.142], [-0.059, 0.156, -0.275], [-0.019, -0.134, 0.321], [-0.194, 0.036, 0.071], [-0.070, 1.047, 0.966], [-1.289, 1.048, -2.000], [0.050, 0.178, -0.156], [1.845, 1.218, -1.067], [0.078, 0.234, 0.029], [-0.102, 0.249, 0.166], [-0.219, 0.007, -0.248], [-0.209, -0.151, -0.064], [1.373, 2.251, -0.276], [-0.013, 0.030, 0.328], [0.093, 0.118, 0.186], [0.581, -0.192, -1.100], [0.169, 0.540, 0.346]],
  "mulliken_charge": [-0.51, -0.55, -0.61, -0.56, -0.51, -0.63, -0.53, -0.50, -0.53, -0.53, -0.50, -0.52, -0.49, -0.51, -0.50, -0.52, -0.51, -0.49, -0.54, -0.53, -0.54, -0.53, -0.50, -0.54, -0.48, -0.47, -0.53, -0.51, 0.89, 0.88, 0.93, 0.90, 0.86, 0.84, -0.62, 0.83, 0.84, 0.23, -0.51, 0.90, 0.91, 0.85, 0.85, 0.84, 0.88, 0.30, -0.42, -0.74, -0.25, -0.59, -0.96, -0.45, -0.10, -0.91, -0.57, -0.72, 0.69, -0.66, -0.72, -0.63, -0.72, -0.72, -0.32, -0.46, -0.66, -0.35, -0.62, 0.25, 0.32, 0.23, 0.07, 0.28, 0.15, 0.23, 0.11, 0.28, 0.37, 0.35, 0.27, 0.08, 0.34, 0.30, 0.28, 0.32, 0.29, 0.29, 0.28, 0.27, 0.06, 0.28, 0.30, 0.31, 0.27, 0.26, 0.22, 0.33, 0.34, 0.23, 0.39, 0.24, 0.28, 0.26, 0.32, 0.23, 0.31, 0.30, 0.31, 0.23, 0.35, 0.27, 0.32, 0.35, 0.32, 0.33, 0.27, 0.06, 0.31, 0.26, 0.32, 0.26, 0.26, 0.36, 0.08]
}